Record 1
{
  "formula": "CH14O6",
  "method": "ωB97M-V/def2-TZVPD",
  "spin_multiplicity": 1,
  "gap_ev": 11.39,
  "charge": 0,
  "total_energy_ev": -13548.47332,
  "e_lumo_ev": 0.400,
  "smiles": "CO.O.O.O.O.O",
  "symbols": ["C", "O", "H", "H", "H", "H", "O", "H", "H", "O", "H", "H", "O", "H", "H", "O", "H", "H", "O", "H", "H"],
  "coordinates": [[-2.0059, -0.5684, 0.4353], [-1.2944, -0.0691, -0.7232], [-1.3672, -0.6263, 1.3362], [-2.4201, -1.5452, 0.2082], [-2.9255, 0.0752, 0.4190], [-0.8685, -0.8216, -1.1499], [1.5582, -1.7657, -0.4818], [2.2240, -2.3137, -0.0514], [1.6179, -0.9227, -0.0224], [2.1324, 4.6700, 0.4924], [2.7273, 4.3380, -0.1803], [1.4024, 5.1111, 0.0565], [1.1924, 1.1901, 0.8142], [0.7791, 1.8253, 1.4102], [0.4874, 0.7520, 0.3269], [2.3090, -5.1636, 0.9258], [2.2404, -4.9095, -0.0032], [2.9762, -4.5577, 1.2619], [-3.8378, 1.4221, -1.6879], [-4.0494, 2.3611, -1.6152], [-2.8778, 1.5184, -1.7713]],
  "atomic_forces_ev_per_a": [[-1.079, 0.584, -1.182], [0.474, -0.300, 0.443], [-0.557, 0.389, -0.334], [0.228, -0.412, 0.115], [1.025, -0.304, 1.018], [0.117, 0.084, 0.006], [-0.001, -0.134, -0.019], [-0.144, 0.072, -0.038], [0.142, 0.176, 0.124], [0.001, 0.013, 0.573], [-0.074, -0.030, -0.256], [0.033, 0.002, -0.277], [0.339, -0.197, 0.067], [0.008, -0.116, -0.187], [-0.552, 0.286, -0.109], [0.101, 0.297, -0.292], [-0.151, -0.221, 0.054], [0.067, -0.102, 0.232], [0.565, 0.810, 0.007], [-0.631, -0.106, 0.036], [0.091, -0.792, 0.022]]
}

=====

Record 2
{
  "formula": "CH14O7",
  "method": "ωB97M-V/def2-TZVPD",
  "spin_multiplicity": 1,
  "gap_ev": 5.43,
  "charge": 0,
  "total_energy_ev": -15589.16639,
  "e_lumo_ev": -1.579,
  "symbols": ["O", "C", "H", "H", "H", "H", "O", "H", "H", "O", "H", "H", "O", "H", "H", "O", "H", "H", "O", "H", "H", "O"],
  "coordinates": [[0.7818, -1.2044, 1.4851], [1.0548, -0.4181, 2.3794], [0.5393, 0.6018, 2.3420], [2.0257, -0.7253, 2.8221], [-2.3516, 0.0584, 0.1751], [-3.0315, 0.3287, -1.1507], [-2.2535, 0.5682, -0.6430], [1.2796, -1.5175, -1.7638], [1.2388, -0.2753, -0.8630], [0.9510, -1.2155, -0.9033], [-0.5313, 2.5164, 0.5912], [1.0806, 1.6042, 0.2264], [-0.4291, 1.5864, 0.8029], [0.6422, 0.7107, -2.2864], [-0.9668, 0.6710, -2.1565], [-0.1936, 0.5081, -2.6990], [2.5246, 1.6465, 0.5783], [-0.4089, -1.8598, 0.1665], [1.9675, 1.9332, -0.1697], [-2.2740, -2.5154, 0.5298], [-1.1886, -1.7981, -0.5838], [-1.4389, -1.8403, 0.5197]],
  "atomic_forces_ev_per_a": [[-0.694, -0.336, 1.004], [0.848, 0.246, -2.251], [0.193, -0.788, 0.592], [-0.442, 0.807, 1.118], [0.510, 0.922, 0.041], [-0.533, 0.050, -0.283], [-0.643, -0.746, -0.450], [-0.330, 0.029, 0.144], [-0.475, -0.393, 0.666], [0.083, -0.533, -0.580], [-0.179, 0.102, 0.071], [-0.970, 0.907, -0.186], [1.013, -0.677, 0.459], [-0.421, 0.793, 0.527], [0.500, 0.402, 1.026], [-0.125, -0.648, -1.834], [0.220, 0.444, -0.632], [1.697, -0.243, 3.232], [0.364, -1.414, 0.676], [3.421, 1.318, -0.125], [-2.887, 1.056, 1.440], [-1.151, -1.297, -4.658]]
}

=====

Record 3
{
  "formula": "CH14O7",
  "method": "ωB97M-V/def2-TZVPD",
  "spin_multiplicity": 1,
  "gap_ev": 8.31,
  "charge": 0,
  "total_energy_ev": -15588.09210,
  "e_lumo_ev": -0.605,
  "symbols": ["O", "C", "H", "H", "H", "H", "O", "H", "H", "O", "H", "H", "O", "H", "H", "O", "H", "H", "O", "H", "H", "O"],
  "coordinates": [[2.8259, -0.8082, 1.2820], [2.6211, 0.3455, 0.5378], [0.2560, 3.7559, 0.0435], [1.3327, 0.1554, 0.5882], [-1.4678, 1.2895, 0.2726], [-2.0512, 1.5771, 1.6743], [-1.9814, 1.8629, 0.6870], [-0.0991, -3.6351, 1.1801], [0.3764, -2.5564, 1.5566], [0.1010, -2.9408, 0.7194], [-0.8186, 3.5713, -1.1420], [1.4520, 0.5147, -2.6986], [0.0662, 3.1731, -0.6515], [-2.1573, -1.1657, -3.1255], [-1.5458, 0.0529, -2.2696], [-1.3800, -0.8595, -2.5933], [1.5018, -0.8726, -3.2903], [3.5801, -0.7919, 1.8978], [1.8063, -0.0378, -3.2713], [-1.9914, -0.2930, 3.3293], [-1.2426, -1.5647, 2.9245], [-1.1844, -0.7723, 2.3490]],
  "atomic_forces_ev_per_a": [[-0.499, 1.723, 0.006], [-3.041, -2.772, 2.420], [0.183, 1.372, 1.540], [2.955, 0.867, -1.264], [3.833, -4.132, -2.554], [0.373, 0.526, -3.052], [-4.392, 3.566, 5.740], [-2.663, -8.022, 2.686], [0.866, 2.101, -0.372], [1.921, 5.866, -2.413], [3.550, -1.461, 2.240], [-2.930, 3.342, 4.283], [-3.524, 0.078, -3.993], [0.980, 0.804, 0.863], [-0.184, -1.017, -0.557], [-0.788, 0.215, -0.325], [-2.139, -4.021, 0.478], [0.543, 0.166, -1.145], [5.058, 0.721, -4.725], [3.417, -1.335, -4.508], [0.602, -0.273, -0.989], [-4.123, 1.686, 5.641]]
}

=====

Record 4
{
  "formula": "CH15NO6",
  "method": "ωB97M-V/def2-TZVPD",
  "spin_multiplicity": 2,
  "gap_ev": [10.63, 5.22],
  "charge": 1,
  "total_energy_ev": -15046.73580,
  "e_lumo_ev": [-3.359, -8.771],
  "symbols": ["N", "C", "O", "H", "H", "H", "H", "H", "H", "H", "O", "H", "H", "O", "H", "H", "O", "H", "H", "O", "H", "H", "O"],
  "coordinates": [[-2.0392, 0.2844, 1.1245], [-1.8265, -0.9983, 0.5382], [-0.5063, -1.2106, 0.2155], [-1.2360, 0.7735, 1.5497], [-2.5818, 0.9882, 0.6152], [-2.2572, -1.7635, 1.2220], [-2.4056, -1.1755, -0.3829], [0.1272, -0.6552, 0.7385], [1.0106, -2.3566, -2.9496], [0.4815, -2.8678, -1.6974], [0.2876, -2.9249, -2.6453], [0.3478, 1.9241, 3.6041], [0.2810, 2.9720, 2.5515], [-0.1233, 2.1237, 2.7787], [-0.9422, -0.0680, -2.6182], [-0.0512, -0.4575, -1.4463], [-0.0783, 0.1028, -2.2376], [0.8883, 1.1417, 1.6324], [1.7534, 0.7486, 0.3889], [1.3260, 0.3869, 1.2058], [1.9223, 1.2473, -1.8835], [3.1738, 0.5829, -1.2264], [2.4480, 1.2018, -1.0778]],
  "atomic_forces_ev_per_a": [[0.636, 0.769, -1.355], [0.417, -0.152, -0.534], [-0.624, -0.677, 0.549], [-0.070, -0.407, 0.574], [-0.763, -0.406, 0.395], [0.174, 0.030, 0.302], [-0.339, 0.524, 0.199], [0.886, 0.328, 0.187], [-0.282, -0.133, -0.621], [-0.422, -0.496, -0.010], [0.644, 0.551, 0.680], [-0.343, -0.295, -0.015], [-0.317, 0.201, -0.229], [0.447, 0.229, 0.258], [-0.008, -0.099, -0.368], [-0.004, 0.028, -0.323], [0.103, 0.308, 0.404], [0.351, -0.086, 0.153], [-0.044, -0.121, 0.018], [-0.506, -0.051, -0.192], [-0.091, -0.183, -0.132], [-0.063, 0.185, -0.234], [0.219, -0.046, 0.293]]
}

=====

Record 5
{
  "formula": "CH15O7",
  "method": "ωB97M-V/def2-TZVPD",
  "spin_multiplicity": 1,
  "gap_ev": 8.99,
  "charge": -1,
  "total_energy_ev": -15612.20287,
  "e_lumo_ev": 3.542,
  "symbols": ["C", "O", "H", "H", "H", "H", "H", "O", "H", "H", "O", "H", "H", "O", "H", "H", "O", "H", "H", "O", "H", "H", "O"],
  "coordinates": [[-1.9150, -1.0424, 0.1020], [-1.2453, -1.9452, 1.0477], [-2.5997, -1.5787, -0.4610], [-2.4188, -0.3248, 0.9087], [-1.1447, -0.5723, -0.5577], [0.6575, 0.0835, 1.6351], [1.7039, 1.2218, 1.5893], [1.0631, 0.6634, 2.2344], [2.3824, 0.8414, -0.8473], [1.4664, -0.5350, 0.3773], [1.5864, 0.5081, -0.6602], [-0.6315, 2.0157, 1.8555], [-0.7619, 1.3195, 0.5664], [-0.8305, 2.1428, 0.9522], [0.6613, 0.0873, -1.9074], [1.2626, -1.3150, -2.4475], [0.5279, -0.8380, -2.2902], [-0.9172, 0.8606, -1.8444], [-0.5256, 2.0660, -1.0336], [-1.0479, 1.8251, -1.8004], [-0.2913, -1.8726, 0.9273], [1.8526, -2.0069, -0.1341], [1.2956, -1.6107, 0.6118]],
  "atomic_forces_ev_per_a": [[2.030, 1.529, 4.311], [-1.475, 0.099, -0.724], [-1.466, -0.875, -1.093], [0.578, -0.793, -2.569], [-0.806, -0.236, 0.604], [-0.857, -1.391, -1.006], [-2.423, -2.056, 1.925], [3.200, 3.548, -0.058], [4.758, 2.152, -1.029], [0.133, -2.086, -1.217], [-4.327, -0.739, 2.352], [0.672, -0.361, 1.458], [0.206, -2.836, -1.099], [-1.132, 3.453, -0.166], [1.704, -1.793, 0.052], [3.992, -1.613, -0.389], [-5.878, 2.317, -0.680], [-0.284, 0.616, -0.296], [0.299, 0.396, 0.101], [-0.169, -0.728, -0.411], [0.736, -0.128, -0.450], [-1.531, 0.860, 1.600], [2.040, 0.667, -1.215]]
}